C6H15NO | wB97M-V/def2-TZVPD

The geometry in ORCA input format:
```
! RIJCOSX wB97M-V def2-TZVPD def2/J DEFGRID3
* xyz 0 1
C 1.418 -3.189 -0.001
C 0.491 -2.108 0.476
C 0.079 -1.304 -0.745
C -0.917 -0.182 -0.478
C -0.677 0.700 0.493
N -1.659 1.494 1.132
C -2.149 -0.220 -1.344
H 1.507 -4.022 0.715
H 1.083 -3.680 -0.934
H 2.382 -2.722 -0.241
H 1.040 -1.463 1.211
H -0.287 -2.527 1.093
H 0.895 -0.828 -1.300
H -0.317 -1.931 -1.566
H 0.204 0.570 1.127
H -2.574 1.597 0.722
H -1.239 2.388 1.354
H -3.136 -0.130 -0.862
H -2.201 -1.132 -1.927
H -2.223 0.528 -2.158
H 3.346 5.503 0.965
H 2.467 6.802 1.147
O 2.470 5.856 1.123
*
```

Properties
* SMILES: CCC/C(C)=C/N.O
* gap between HOMO and LUMO: 0.318 Eh
* HOMO: -0.284 hartree
* LUMO level: 0.9 eV
* ΔE to the lowest compared entry with this formula, charge and spin: 45.0 kcal/mol